Entry 1:
Below is a structure of composition C4H7NO in a non-equilibrium geometry, with properties calculated with the ωB97M-V functional and the def2-TZVPD basis.

ORCA input file:
```
! RIJCOSX wB97M-V def2-TZVPD def2/J DEFGRID3
* xyz 0 1
C 0.380 0.925 -1.500
C 0.256 0.169 -0.190
N -0.872 0.399 0.675
C -0.540 -0.789 1.422
C -0.075 -1.327 0.068
O 0.033 -2.378 -0.497
H 0.446 2.003 -1.305
H -0.445 0.767 -2.212
H 1.306 0.614 -1.984
H 1.241 0.132 0.586
H -1.070 1.293 1.108
H -1.335 -1.218 2.063
H 0.674 -0.589 1.766
*
```

Output
- energy relative to the best compared isomer or geometry (same formula, charge and spin) (kcal per mole) = 78.05
- Kohn-Sham gap (eV) = 10.180
- E_HOMO (hartree) = -0.34898
- E_LUMO (eV) = 0.684



Entry 2:
Below is a cluster of 7 separate species, C33H49N6O3S in total, with properties calculated with the ωB97M-V functional and the def2-TZVPD basis.

ORCA input file:
```
! RIJCOSX wB97M-V def2-TZVPD def2/J DEFGRID3
* xyz -1 1
C -3.560 0.927 6.095
C -3.833 0.816 4.582
C -5.236 0.233 4.387
C -2.742 -0.058 3.956
C -3.008 -0.491 2.513
C -2.698 0.589 1.469
C -1.248 0.536 1.009
C -0.855 -0.696 0.152
C 0.606 -1.125 0.218
S 1.199 -1.671 1.818
O 0.176 -1.751 2.804
O 1.987 -2.852 1.595
O 2.208 -0.515 2.294
H -2.631 1.461 6.292
H -4.385 1.431 6.604
H -3.504 -0.080 6.516
H -3.793 1.832 4.188
H -5.684 0.514 3.437
H -5.893 0.607 5.177
H -5.197 -0.853 4.504
H -1.814 0.522 3.959
H -2.569 -0.930 4.599
H -2.365 -1.373 2.334
H -4.027 -0.872 2.400
H -3.298 0.334 0.577
H -1.132 1.419 0.362
H -0.538 0.682 1.833
H -1.532 -1.524 0.364
H -1.014 -0.431 -0.897
H 0.796 -1.986 -0.421
H 1.255 -0.319 -0.130
H 2.274 0.169 1.621
N -2.475 3.769 2.047
C -3.084 4.152 0.896
C -2.750 5.464 0.647
C -1.892 5.882 1.700
C -1.743 4.805 2.543
H -2.555 2.816 2.420
H -3.698 3.451 0.355
H -3.081 6.052 -0.194
H -1.436 6.851 1.824
H -1.176 4.694 3.452
N -6.078 -4.006 2.814
C -4.727 -3.999 3.024
C -4.167 -4.908 2.168
C -5.224 -5.486 1.412
C -6.391 -4.906 1.832
H -6.737 -3.431 3.304
H -4.283 -3.343 3.753
H -3.115 -5.129 2.090
H -5.136 -6.237 0.644
H -7.410 -5.054 1.517
N 7.176 -3.535 0.624
C 7.132 -2.459 -0.219
C 5.859 -1.952 -0.183
C 5.103 -2.749 0.722
C 5.945 -3.715 1.201
H 7.983 -4.103 0.793
H 8.004 -2.151 -0.772
H 5.507 -1.101 -0.744
H 4.063 -2.630 0.992
H 5.773 -4.513 1.903
N 9.107 1.813 -1.728
C 9.397 2.195 -3.010
C 8.762 1.328 -3.858
C 8.061 0.387 -3.056
C 8.293 0.714 -1.747
H 9.440 2.268 -0.900
H 10.024 3.047 -3.207
H 8.795 1.364 -4.934
H 7.454 -0.434 -3.400
H 7.948 0.262 -0.832
N -0.931 3.009 -2.298
C 0.395 3.009 -2.615
C 0.507 2.739 -3.956
C -0.812 2.572 -4.462
C -1.675 2.745 -3.411
H -1.306 3.171 -1.376
H 1.143 3.200 -1.865
H 1.430 2.672 -4.510
H -1.093 2.348 -5.478
H -2.749 2.699 -3.361
N -0.136 -0.369 -5.920
C 0.282 -0.056 -7.182
C -0.451 -0.804 -8.066
C -1.349 -1.598 -7.302
C -1.129 -1.303 -5.982
H 0.226 0.037 -5.074
H 1.060 0.670 -7.344
H -0.356 -0.783 -9.139
H -2.073 -2.301 -7.678
H -1.595 -1.676 -5.086
*
```

Output
- energy relative to the best compared isomer or geometry (same formula, charge and spin) (kcal per mole) = 7.60
- Kohn-Sham gap (eV) = 4.387
- E_HOMO (hartree) = -0.08438
- E_LUMO (eV) = 2.091



Entry 3:
Below is the ion C43H39NO2P with charge +1 in a non-equilibrium geometry, with properties calculated with the ωB97M-V functional and the def2-TZVPD basis.

ORCA input file:
```
! RIJCOSX wB97M-V def2-TZVPD def2/J DEFGRID3
* xyz 1 1
C -0.142 0.961 -5.341
C -0.634 1.601 -4.071
O 0.080 0.949 -2.977
C -0.080 1.552 -1.796
C 0.634 0.846 -0.622
P -0.393 1.047 0.936
C -1.963 0.131 0.851
C -2.417 -0.638 1.943
C -3.719 -1.141 1.966
C -4.588 -0.877 0.907
C -4.147 -0.115 -0.180
C -2.845 0.389 -0.214
C 0.438 0.201 2.301
C 0.707 0.854 3.515
C 1.253 0.135 4.581
C 1.549 -1.223 4.437
C 1.279 -1.876 3.231
C 0.698 -1.175 2.177
C -0.990 2.675 1.476
C -2.031 2.833 2.413
C -2.461 4.111 2.771
C -1.849 5.243 2.224
C -0.835 5.093 1.276
C -0.467 3.820 0.874
O -0.749 2.577 -1.691
H -0.696 1.368 -6.189
H 0.921 1.175 -5.505
H -0.295 -0.124 -5.339
H -0.425 2.674 -4.045
H -1.705 1.424 -3.918
H 0.535 -0.248 -0.770
H -1.763 -0.839 2.792
H -4.043 -1.727 2.825
H -5.606 -1.262 0.932
H -4.823 0.099 -1.008
H -2.514 1.011 -1.050
H 0.499 1.922 3.618
H 1.469 0.653 5.519
H 2.011 -1.771 5.260
H 1.528 -2.930 3.102
H 0.447 -1.701 1.254
H -2.518 1.952 2.827
H -3.280 4.223 3.482
H -2.165 6.242 2.516
H -0.335 5.954 0.833
H 0.242 3.675 0.070
C 4.700 -1.440 -6.111
N 5.003 -0.247 -5.349
C 6.100 0.576 -5.820
C 4.217 0.160 -4.310
C 3.180 -0.664 -3.800
C 2.460 -0.268 -2.684
C 2.753 0.930 -2.031
C 2.124 1.222 -0.663
C 2.328 2.689 -0.222
C 2.852 2.731 1.081
C 3.057 3.938 1.746
C 2.868 5.123 1.033
C 2.495 5.089 -0.316
C 2.205 3.867 -0.957
C 3.283 1.381 1.460
C 2.952 0.498 0.415
C 3.485 -0.780 0.402
C 4.297 -1.185 1.473
C 4.536 -0.331 2.556
C 4.045 0.973 2.548
C 3.778 1.743 -2.525
C 4.451 1.407 -3.691
H 4.436 -2.271 -5.444
H 3.862 -1.285 -6.815
H 5.596 -1.716 -6.681
H 6.746 0.873 -4.984
H 6.686 -0.014 -6.533
H 5.743 1.489 -6.322
H 2.955 -1.628 -4.250
H 1.691 -0.939 -2.301
H 3.373 3.904 2.789
H 3.031 6.085 1.522
H 2.411 6.014 -0.888
H 1.889 3.840 -2.003
H 3.278 -1.451 -0.430
H 4.723 -2.188 1.466
H 5.114 -0.685 3.406
H 4.227 1.679 3.355
H 4.053 2.655 -2.002
H 5.172 2.113 -4.099
*
```

Output
- energy relative to the best compared isomer or geometry (same formula, charge and spin) (kcal per mole) = 0.00
- Kohn-Sham gap (eV) = 7.191
- E_HOMO (hartree) = -0.35009
- E_LUMO (eV) = -2.336